Entry 1:
Here is 8 unconnected molecules or ions with the total composition C27H67O18S from the Open Molecules 2025 dataset. Energies are from ωB97M-V/def2-TZVPD.

* HOMO level: -11.35 eV
* relative energy (zero: lowest compared OMol25 entry of this formula, charge and spin): 105.28 kcal/mol
* LUMO level: -3.7 eV
* net charge: +1
* frontier orbital gap: 7.69 eV

Structure (XYZ):
```
113
Properties=species:S:1:pos:R:3:mulliken_charge:R:1
C -0.512 -0.285 4.851 -0.50
C -1.190 1.212 5.064 0.60
O -0.894 1.864 6.222 -0.58
O -2.119 1.869 4.130 -0.31
C -1.662 1.749 2.725 0.71
C -2.547 0.667 1.852 -0.66
C -2.709 1.061 0.258 -0.60
C -1.247 0.825 -0.443 -0.13
C -0.634 2.121 -1.238 -0.25
C -0.748 3.547 -0.436 -0.66
C 0.435 3.775 0.707 0.22
C 1.852 4.333 0.058 -0.58
S 3.106 2.996 -0.326 0.08
C 2.855 1.447 0.696 0.21
C 2.963 1.749 2.335 -0.49
O 4.363 1.634 2.825 -0.23
C 4.193 1.341 4.274 0.27
O 3.997 2.362 5.113 -0.45
H -1.393 -1.058 4.892 0.14
H -0.029 -0.390 3.773 0.18
H 0.317 -0.454 5.669 0.27
H -0.536 1.410 2.635 -0.62
H -1.750 2.801 2.197 0.18
H -1.923 -0.350 1.869 0.26
H -3.570 0.414 2.382 0.28
H -3.197 2.107 0.062 0.34
H -3.470 0.259 -0.192 0.19
H -1.405 -0.028 -1.263 0.15
H -0.509 0.348 0.354 0.11
H -1.044 2.180 -2.357 0.30
H 0.533 1.907 -1.364 -0.13
H -1.798 3.778 0.026 0.36
H -0.554 4.399 -1.249 0.39
H 0.563 2.860 1.425 -0.57
H 0.032 4.668 1.389 0.39
H 2.267 5.130 0.817 0.40
H 1.616 4.928 -0.949 0.40
H 2.864 2.595 -1.664 0.30
H 3.674 0.659 0.413 0.20
H 1.797 0.960 0.442 -0.01
H 2.475 2.800 2.617 0.26
H 2.265 0.943 2.871 0.22
H 4.234 0.200 4.598 0.32
C -2.990 -1.099 -5.058 -0.17
C -3.478 -1.303 -3.629 -0.58
O -3.454 -0.052 -2.941 -0.41
O -1.676 -0.546 -5.046 -0.56
H -2.968 -2.044 -5.607 0.32
H -3.636 -0.392 -5.589 0.29
H -2.812 -1.982 -3.088 0.26
H -4.495 -1.705 -3.604 0.35
H -4.158 0.503 -3.319 0.26
H -1.659 0.087 -4.301 0.32
C 8.113 2.050 6.249 -0.18
C 7.925 3.136 5.196 -0.43
O 7.827 2.529 3.907 -0.53
O 9.279 1.285 5.951 -0.52
H 8.222 2.481 7.247 0.33
H 7.262 1.361 6.248 0.16
H 8.792 3.803 5.174 0.29
H 7.024 3.726 5.383 0.29
H 6.975 2.060 3.870 0.23
H 9.301 1.198 4.977 0.34
C -4.790 -0.051 8.488 -0.28
C -3.919 -0.891 7.561 -0.50
O -3.912 -0.301 6.261 -0.35
O -6.111 0.039 7.959 -0.55
H -4.842 -0.491 9.487 0.34
H -4.399 0.969 8.566 0.26
H -4.330 -1.899 7.456 0.25
H -2.891 -0.960 7.928 0.29
H -3.407 0.528 6.319 0.21
H -6.006 0.114 6.989 0.33
C -3.616 -0.318 -9.017 -0.33
C -2.459 0.090 -9.921 -0.48
O -1.230 -0.345 -9.338 -0.51
O -3.437 0.246 -7.720 -0.50
H -4.572 0.027 -9.420 0.31
H -3.648 -1.405 -8.899 0.26
H -2.406 1.179 -10.011 0.28
H -2.554 -0.347 -10.920 0.31
H -1.205 -1.316 -9.400 0.27
H -2.477 0.199 -7.538 0.33
C -6.080 -3.658 4.967 -0.03
C -5.158 -3.798 3.761 -0.47
O -5.039 -2.533 3.111 -0.50
O -7.354 -3.175 4.548 -0.52
H -6.218 -4.618 5.472 0.34
H -5.675 -2.934 5.680 -0.02
H -5.582 -4.497 3.033 0.29
H -4.163 -4.146 4.053 0.29
H -4.522 -1.952 3.697 0.26
H -7.174 -2.523 3.841 0.35
C -0.299 -3.839 -10.929 -0.28
C 0.858 -3.432 -11.834 -0.45
O 2.086 -3.867 -11.250 -0.54
O -0.120 -3.276 -9.632 -0.52
H -1.255 -3.495 -11.332 0.29
H -0.332 -4.927 -10.811 0.28
H 0.911 -2.342 -11.923 0.26
H 0.762 -3.868 -12.832 0.31
H 2.111 -4.837 -11.312 0.32
H 0.840 -3.323 -9.450 0.34
C 5.855 -2.375 0.601 -0.20
C 7.115 -1.519 0.595 -0.39
O 6.777 -0.188 0.203 -0.52
O 5.253 -2.359 -0.691 -0.52
H 6.082 -3.410 0.869 0.34
H 5.121 -1.976 1.308 0.12
H 7.834 -1.898 -0.138 0.28
H 7.589 -1.491 1.581 0.28
H 6.265 0.209 0.929 0.26
H 5.367 -1.448 -1.028 0.34
```

Entry 2:
Here is a molecular structure, C21H15BrCaN6O3S4 from the Open Molecules 2025 dataset. Energies are from ωB97M-V/def2-TZVPD.

* HOMO level: -1.37 eV
* relative energy (zero: lowest compared OMol25 entry of this formula, charge and spin): 2.03 kcal/mol
* LUMO level: 3.6 eV
* net charge: -2
* frontier orbital gap: 4.96 eV

Structure (XYZ):
```
51
Properties=species:S:1:pos:R:3:mulliken_charge:R:1
Ca 0.333 -1.357 -0.060 0.91
S 0.669 -0.311 2.575 -0.46
C 1.770 -1.466 3.284 0.20
C 2.544 -0.982 4.389 0.07
N 3.159 -0.551 5.267 -0.70
C 1.969 -2.753 2.858 0.70
S 1.156 -3.547 1.551 -0.49
C 2.923 -3.558 3.575 -0.07
N 3.677 -4.227 4.135 -0.61
C 7.466 0.503 2.539 -1.49
C 6.337 0.382 1.549 1.03
C 5.022 0.285 1.997 -0.93
C 3.972 0.183 1.099 0.24
C 4.237 0.172 -0.263 -0.35
C 5.537 0.275 -0.730 -0.61
C 6.581 0.379 0.179 -0.69
S 2.883 -0.033 -1.403 1.78
O 2.437 -1.418 -1.251 -0.80
O 3.401 0.324 -2.707 -0.80
N 1.679 0.824 -0.859 0.10
C 1.787 2.182 -0.679 -0.04
C 2.888 2.962 -1.113 -0.45
C 2.908 4.310 -0.840 -0.52
C 1.842 4.894 -0.160 -0.73
C 0.797 4.063 0.197 -0.31
N 0.755 2.758 -0.044 0.09
H 7.304 -0.156 3.392 0.37
H 7.541 1.523 2.923 0.28
H 8.422 0.245 2.080 0.36
H 4.808 0.275 3.060 0.41
H 2.949 0.121 1.459 0.25
H 5.717 0.269 -1.797 0.46
H 7.602 0.450 -0.182 0.29
H 3.691 2.501 -1.667 0.40
H 3.754 4.907 -1.162 0.37
H 1.818 5.949 0.078 0.36
H -0.067 4.472 0.717 0.32
O -0.585 -1.522 -2.425 -0.58
S -1.666 -2.515 -2.090 0.28
N -1.812 -2.908 -0.685 -0.50
Br -3.511 4.693 -0.257 -0.19
C -2.689 2.979 -0.200 0.20
C -2.247 2.395 -1.370 -0.71
C -1.631 1.157 -1.271 -0.20
N -1.466 0.514 -0.117 0.05
C -1.897 1.099 0.995 -0.42
C -2.521 2.340 1.010 -0.79
H -2.347 2.888 -2.326 0.42
H -1.240 0.659 -2.151 0.47
H -1.723 0.566 1.922 0.60
H -2.845 2.784 1.939 0.45
```

Entry 3:
Here is 2 unconnected molecules or ions with the total composition C4H8O3 from the Open Molecules 2025 dataset. Energies are from ωB97M-V/def2-TZVPD.

* HOMO level: -9.81 eV
* relative energy (zero: lowest compared OMol25 entry of this formula, charge and spin): 66.00 kcal/mol
* SMILES string: O=CC(=O)CCO.[H][H]
* LUMO level: -0.5 eV
* frontier orbital gap: 9.29 eV

Structure (XYZ):
```
15
Properties=species:S:1:pos:R:3:mulliken_charge:R:1
O 2.904 -1.272 0.245 -0.40
C 1.759 -1.209 0.585 -0.15
C 0.668 -0.727 -0.385 0.72
O 0.954 -0.540 -1.547 -0.53
C -0.718 -0.593 0.210 -0.53
C -1.595 0.333 -0.605 -0.57
O -1.060 1.650 -0.514 -0.50
H 1.395 -1.498 1.595 0.30
H -1.156 -1.600 0.277 0.38
H -0.638 -0.210 1.236 0.36
H -1.642 -0.034 -1.639 0.30
H -2.612 0.356 -0.197 0.32
H -0.757 1.924 -1.385 0.31
H 0.892 1.741 0.978 -0.15
H 1.605 1.680 1.149 0.16
```

Entry 4:
Here is 7 unconnected molecules or ions with the total composition C11H36N10O7 from the Open Molecules 2025 dataset. Energies are from ωB97M-V/def2-TZVPD.

* HOMO level: -9.35 eV
* relative energy (zero: lowest compared OMol25 entry of this formula, charge and spin): 126.20 kcal/mol
* SMILES string: NC(N)=O.NC(N)=O.NC(N)=O.NC(N)=O.NC(N)=O.CC(C)O.CC(C)O
* LUMO level: 0.5 eV
* frontier orbital gap: 9.89 eV

Structure (XYZ):
```
64
Properties=species:S:1:pos:R:3:mulliken_charge:R:1
N 1.995 6.373 -1.755 -0.34
C 1.469 5.188 -1.629 0.69
N 0.610 5.169 -0.645 -0.40
O 1.614 4.192 -2.336 -0.68
H 2.739 6.620 -2.391 0.21
H 1.595 7.003 -1.074 0.15
H 0.408 5.979 -0.077 0.15
H 0.154 4.274 -0.538 0.22
N -4.831 -3.467 6.093 -0.34
C -5.264 -4.522 5.566 0.66
N -5.690 -5.428 6.429 -0.39
O -5.214 -4.763 4.395 -0.66
H -4.658 -2.653 5.520 0.24
H -4.829 -3.447 7.103 0.16
H -5.692 -5.237 7.421 0.14
H -6.074 -6.315 6.135 0.20
N -3.213 -5.748 -0.943 -0.38
C -2.468 -4.957 -1.673 0.64
N -1.981 -5.460 -2.787 -0.39
O -2.224 -3.764 -1.421 -0.68
H -3.487 -6.672 -1.244 0.18
H -3.787 -5.334 -0.222 0.23
H -1.987 -6.450 -2.985 0.16
H -1.427 -4.883 -3.403 0.23
N -6.100 0.917 1.851 -0.38
C -6.517 0.584 3.035 0.68
N -7.765 0.239 3.125 -0.41
O -5.872 0.733 4.018 -0.66
H -6.670 0.926 1.017 0.16
H -5.150 1.253 1.787 0.22
H -8.020 -0.051 4.058 0.23
H -8.302 0.068 2.287 0.17
N -1.019 0.514 -4.780 -0.35
C -0.814 -0.208 -5.806 0.68
N 0.297 0.166 -6.215 -0.34
O -1.496 -1.083 -6.247 -0.67
H -1.962 0.558 -4.419 0.19
H -0.262 1.067 -4.405 0.14
H 0.617 -0.347 -7.024 0.22
H 0.679 0.853 -5.581 0.14
C -0.051 -0.988 2.627 -1.13
C 0.440 0.056 1.567 0.28
C 1.522 -0.545 0.651 -1.22
O -0.740 0.463 0.834 -0.54
H -0.463 -1.828 2.068 0.31
H -0.863 -0.574 3.224 0.31
H 0.779 -1.309 3.257 0.34
H 0.722 1.055 1.901 0.32
H 2.531 -0.195 0.869 0.34
H 1.414 -0.252 -0.393 0.37
H 1.430 -1.631 0.614 0.31
H -0.974 -0.304 0.307 0.31
C 9.872 2.891 -0.707 -1.08
C 8.652 2.235 -1.448 0.18
C 7.477 3.315 -1.740 -1.14
O 9.163 1.798 -2.663 -0.53
H 10.025 3.841 -1.219 0.29
H 10.756 2.268 -0.843 0.31
H 9.809 3.040 0.371 0.33
H 8.068 1.529 -0.857 0.33
H 6.831 3.060 -2.580 0.34
H 7.878 4.280 -2.050 0.27
H 6.763 3.358 -0.918 0.34
H 9.555 2.550 -3.113 0.34
```

Entry 5:
Here is a molecular structure, C30H43GeN5O3SSiSr from the Open Molecules 2025 dataset. Energies are from ωB97M-V/def2-TZVPD.

* HOMO level: 2.29 eV
* relative energy (zero: lowest compared OMol25 entry of this formula, charge and spin): 369.20 kcal/mol
* LUMO level: 4.0 eV
* net charge: -2
* frontier orbital gap: 1.68 eV

Structure (XYZ):
```
85
Properties=species:S:1:pos:R:3:mulliken_charge:R:1
Sr 0.805 1.698 1.864 -6.32
N 1.561 -0.425 6.638 -0.57
C 1.156 -0.603 5.323 0.06
S -0.563 -0.183 4.987 0.26
N 1.949 -1.060 4.456 -1.11
N 1.660 -1.113 3.125 0.86
C 1.474 -2.230 2.563 -1.42
C 1.410 -2.429 1.099 1.42
C 1.641 -3.721 0.669 -0.82
C 1.302 -4.062 -0.680 -0.61
C 1.107 -3.087 -1.586 -0.87
C 1.490 -1.687 -1.184 0.45
N 1.093 -1.470 0.217 -0.87
H 1.240 0.458 6.995 0.32
H 2.569 -0.498 6.710 0.36
H 1.451 -3.146 3.150 0.30
H 1.945 -4.476 1.383 0.30
H 1.107 -5.099 -0.936 0.41
H 0.647 -3.289 -2.549 0.22
H 2.592 -1.567 -1.212 0.85
N -2.733 -1.329 2.550 -0.54
C -2.856 -0.290 1.522 0.96
C -3.283 1.082 2.098 -0.26
C -2.529 2.264 1.414 0.43
O -3.196 3.216 1.055 -0.65
O -1.200 2.182 1.260 -1.16
H -2.195 -2.114 2.207 0.19
H -3.631 -1.662 2.868 0.24
H -3.563 -0.557 0.731 0.39
H -1.879 -0.191 1.062 -1.06
H -3.110 1.070 3.168 0.23
H -4.345 1.271 1.964 0.32
C 2.283 1.898 -2.771 -2.12
C 0.834 1.348 -2.813 3.52
C 0.227 1.682 -4.175 -2.12
C 0.017 2.064 -1.706 -2.32
Si 0.774 -0.551 -2.538 -0.35
O 0.319 -0.371 0.507 0.85
C -1.010 -1.099 -2.861 0.82
C -1.636 -1.088 -4.112 -0.11
C -2.964 -1.467 -4.266 -1.12
C -3.703 -1.875 -3.162 -0.61
C -3.111 -1.877 -1.906 -0.86
C -1.786 -1.487 -1.754 0.06
C 1.858 -1.253 -3.958 1.17
C 1.409 -1.987 -5.058 -0.17
C 2.286 -2.480 -6.019 -0.83
C 3.652 -2.260 -5.899 -0.47
C 4.132 -1.562 -4.798 -0.87
C 3.247 -1.064 -3.850 -0.99
H 2.253 2.990 -2.888 0.53
H 2.899 1.486 -3.574 0.45
H 2.750 1.704 -1.797 0.21
H 0.282 2.769 -4.322 0.47
H -0.823 1.383 -4.242 0.41
H 0.778 1.197 -4.993 0.33
H 0.383 3.090 -1.572 0.41
H 0.186 1.588 -0.768 -0.08
H -1.053 2.089 -1.935 0.29
H -1.082 -0.766 -4.990 0.39
H -3.424 -1.444 -5.248 0.39
H -4.737 -2.178 -3.281 0.37
H -3.691 -2.182 -1.042 0.49
H -1.327 -1.455 -0.766 0.11
H 0.352 -2.214 -5.158 0.41
H 1.903 -3.048 -6.860 0.40
H 4.338 -2.649 -6.642 0.35
H 5.199 -1.405 -4.674 0.38
H 3.647 -0.537 -2.987 0.43
C 0.595 3.696 2.935 1.71
Ge -0.894 2.663 3.586 5.12
C -0.129 3.002 5.494 -2.10
C -2.631 3.280 4.274 -2.00
C -0.160 0.856 3.544 -3.06
H 0.654 4.578 3.546 -0.05
H 0.732 4.000 1.891 0.59
H 1.364 3.009 3.329 1.20
H -0.187 4.075 5.697 0.45
H 0.898 2.710 5.666 0.19
H -0.754 2.524 6.250 0.41
H -2.443 4.258 4.705 0.37
H -2.840 2.593 5.094 0.45
H -3.499 3.323 3.616 0.48
H 0.868 1.201 3.686 1.24
H -0.354 0.285 2.633 0.45
```

Entry 6:
Here is a molecular structure, C32H23BrN4O5S4Sr from the Open Molecules 2025 dataset. Energies are from ωB97M-V/def2-TZVPD.

* HOMO level: -7.93 eV
* relative energy (zero: lowest compared OMol25 entry of this formula, charge and spin): 45.05 kcal/mol
* LUMO level: -0.5 eV
* frontier orbital gap: 7.39 eV

Structure (XYZ):
```
70
Properties=species:S:1:pos:R:3:mulliken_charge:R:1
Sr -0.099 0.792 -0.367 1.48
S -5.982 0.288 0.446 -0.08
C -7.588 -0.198 0.743 -0.42
C -7.749 -1.534 0.547 -0.60
C -6.539 -2.171 0.146 -0.46
C -5.485 -1.310 0.045 0.33
C -4.092 -1.615 -0.346 0.91
C -3.192 -0.585 -0.686 -0.96
N -1.944 -0.794 -1.044 -0.27
C -1.476 -2.064 -1.101 -0.29
C -2.284 -3.155 -0.774 1.37
C -1.746 -4.490 -0.818 -0.99
C -0.460 -4.696 -1.145 -1.02
C 0.409 -3.593 -1.471 1.29
C 1.767 -3.783 -1.757 -0.82
C 2.555 -2.715 -2.092 0.79
C 1.928 -1.457 -2.166 -1.18
N 0.674 -1.226 -1.837 -0.49
C -0.090 -2.288 -1.478 -0.25
C 4.005 -2.797 -2.350 0.22
C 4.900 -1.768 -2.345 -0.28
C 6.235 -2.190 -2.616 -0.72
C 6.323 -3.531 -2.820 -0.37
S 4.799 -4.289 -2.672 -0.18
C -3.607 -2.898 -0.388 -0.87
H -8.329 0.528 1.046 0.42
H -8.692 -2.048 0.674 0.37
H -6.466 -3.230 -0.071 0.36
H -3.507 0.455 -0.661 0.45
H -2.399 -5.321 -0.577 0.42
H -0.051 -5.700 -1.172 0.42
H 2.183 -4.785 -1.697 0.43
H 2.497 -0.603 -2.497 0.88
H 4.620 -0.741 -2.131 0.36
H 7.085 -1.521 -2.660 0.39
H 7.201 -4.118 -3.043 0.43
H -4.240 -3.733 -0.104 0.37
Br 2.796 6.105 0.314 -0.17
C 0.928 5.838 0.003 0.16
C 0.079 6.928 0.113 -0.43
C -1.277 6.677 -0.022 -0.45
C -1.706 5.384 -0.260 -0.51
C -0.756 4.391 -0.408 0.36
N 0.555 4.614 -0.268 -0.12
C -1.193 2.967 -0.691 0.64
O -1.975 2.416 0.124 -0.59
O -0.692 2.397 -1.694 -0.91
H 0.464 7.918 0.304 0.41
H -1.991 7.486 0.075 0.41
H -2.759 5.139 -0.329 0.44
S 2.802 1.583 -0.963 -0.41
C 3.219 1.322 0.668 0.47
N 3.227 2.382 1.517 0.26
C 3.521 2.319 2.836 -0.13
C 3.889 1.140 3.396 -0.73
C 3.926 0.003 2.568 -0.19
C 3.607 0.087 1.240 -0.57
H 2.886 3.252 1.115 -0.04
H 3.437 3.244 3.386 0.38
H 4.109 1.082 4.452 0.39
H 4.191 -0.958 2.994 0.38
H 3.610 -0.784 0.601 0.37
C -1.620 0.301 2.800 -0.90
S 0.065 0.176 2.292 1.22
O 0.842 -0.182 3.448 -0.65
O 0.082 -0.826 1.206 -0.71
O 0.395 1.499 1.717 -0.66
H -2.062 -0.695 2.763 0.29
H -2.136 0.989 2.124 0.15
H -1.628 0.688 3.816 0.42
```

Entry 7:
Here is 2 unconnected molecules or ions with the total composition C8H19NO from the Open Molecules 2025 dataset. Energies are from ωB97M-V/def2-TZVPD.

* HOMO level: -9.74 eV
* relative energy (zero: lowest compared OMol25 entry of this formula, charge and spin): 83.50 kcal/mol
* SMILES string: CC(C)(C)C.CNC(C)=O
* LUMO level: 0.7 eV
* frontier orbital gap: 10.40 eV

Structure (XYZ):
```
29
Properties=species:S:1:pos:R:3:mulliken_charge:R:1
C 0.878 1.052 1.087 -0.56
C 2.090 0.288 1.148 2.40
C 1.698 -1.078 1.769 -1.85
C 3.104 0.964 2.033 -1.52
C 2.763 -0.020 -0.117 -2.03
H 0.133 0.714 0.427 -0.63
H 0.311 1.172 2.130 0.37
H 1.029 2.179 0.891 0.33
H 2.598 -1.697 2.010 0.37
H 1.117 -0.876 2.649 0.48
H 1.211 -1.752 1.078 0.40
H 4.068 0.364 1.929 0.36
H 2.817 0.676 3.110 0.34
H 3.323 2.100 1.866 0.32
H 3.197 0.869 -0.484 0.47
H 3.575 -0.727 -0.064 0.44
H 2.227 -0.427 -0.929 0.42
C -1.628 0.655 -0.861 -0.82
N -2.943 0.143 -1.203 -0.23
C -2.930 -0.947 -2.026 0.62
C -4.349 -1.101 -2.460 -0.93
O -1.990 -1.632 -2.369 -0.61
H -1.186 -0.557 -0.818 0.22
H -1.215 1.503 -1.690 0.18
H -1.716 0.955 0.173 0.40
H -3.903 0.694 -1.301 0.30
H -5.103 -0.251 -2.368 0.29
H -4.917 -1.911 -1.992 0.23
H -4.260 -1.353 -3.619 0.23
```